No. 1
The following is a DFT calculation (ωB97M-V with the def2-TZVPD basis set) of one molecule with the formula C3H5NO2.

```
11
Properties=species:S:1:pos:R:3:forces:R:3:nbo_charge:R:1
C -1.6258 0.7860 0.0332 -0.1 0.3 0.0 -0.26
O -0.1736 1.0225 0.2323 0.1 -0.2 0.0 -0.47
C 0.5748 -0.0158 0.0388 0.0 0.0 0.0 0.55
N 1.8739 -0.0191 0.1696 -0.4 -0.1 -0.1 -0.74
C -0.1953 -1.4932 -0.3459 0.5 -0.8 -0.1 0.12
O 0.7031 -2.2958 -0.4916 -0.1 0.2 0.0 -0.65
H -2.0166 0.0259 0.7132 0.3 0.3 0.0 0.22
H -2.0499 1.7637 0.2382 0.0 0.0 0.0 0.19
H -1.8550 0.4613 -0.9843 0.3 0.2 0.2 0.21
H 2.2486 -0.9606 -0.0231 -0.2 0.2 0.0 0.43
H 2.5157 0.7250 0.4197 -0.4 0.0 0.0 0.41
```
Forces are in eV/Å.

- SMILES string = COC(N)=C=O
- energy relative to the best compared isomer or geometry (same formula, charge and spin) (eV) = 3.699
- DFT total energy (eV) = -8773.99563
- frontier orbital gap (eV) = 7.664

No. 2
The following is a DFT calculation (ωB97M-V with the def2-TZVPD basis set) of an isolated ion of composition C8H18IN5OP and charge +1.

```
34
Properties=species:S:1:pos:R:3:forces:R:3:nbo_charge:R:1
N -0.2051 -3.9354 0.7394 -0.2 0.2 -0.2 -1.24
P -0.4325 -3.4124 -0.6910 0.1 -0.2 0.2 1.32
C 0.2752 -1.7287 -0.9567 -0.1 0.5 0.3 0.10
N 1.0729 -1.3718 -1.9454 0.1 -0.2 -0.3 -0.29
N 1.5023 -0.1029 -1.8523 0.2 -0.1 -0.1 -0.22
C 0.9613 0.3416 -0.7534 0.1 0.3 0.2 0.41
C 1.1674 1.7057 -0.1918 0.0 0.1 -0.2 -0.49
C 2.6541 2.1284 -0.1015 0.0 -0.1 0.1 -0.42
C 3.1742 2.1839 1.3316 0.1 -0.1 -0.2 -0.52
I 2.1144 3.5952 2.5269 0.0 0.1 0.1 0.10
N 0.1902 -0.6332 -0.1772 -0.2 -0.4 0.1 -0.30
C -0.5941 -0.5061 1.0644 -0.1 -0.1 0.1 -0.25
C -1.8132 0.4236 0.9355 0.1 0.0 0.0 0.07
O -2.4805 0.3354 2.1776 0.0 -0.1 -0.1 -0.69
C -2.7037 0.0858 -0.2748 0.0 0.0 0.0 -0.24
N -2.4767 0.8697 -1.4746 0.1 -0.1 0.0 -0.83
H -1.0303 -4.2571 1.2312 0.2 -0.1 0.1 0.41
H 0.2947 -3.9923 -1.7439 0.0 -0.1 -0.1 -0.06
H -1.7200 -3.2696 -1.2353 0.0 0.1 -0.1 -0.03
H 1.3885 -1.9475 -2.7154 0.0 0.0 0.0 0.45
H 0.6209 2.4030 -0.8371 0.0 -0.1 0.1 0.26
H 0.7059 1.7622 0.7949 0.0 0.0 -0.1 0.25
H 2.7778 3.1026 -0.5777 0.0 -0.1 0.1 0.24
H 3.2778 1.4169 -0.6554 -0.1 0.1 0.0 0.23
H 4.2203 2.4859 1.3574 -0.1 0.0 0.0 0.24
H 3.0814 1.2226 1.8390 0.0 0.1 0.0 0.22
H -0.9459 -1.5052 1.3299 0.1 0.1 0.0 0.25
H 0.0801 -0.1760 1.8571 -0.1 0.0 -0.1 0.25
H -1.4782 1.4623 0.8424 -0.1 -0.1 0.0 0.18
H -3.2733 -0.2082 2.0990 0.0 0.0 0.0 0.48
H -2.5869 -0.9736 -0.5397 -0.1 0.1 0.1 0.17
H -3.7449 0.2153 0.0478 0.1 0.0 0.0 0.21
H -1.8580 0.4500 -2.1510 0.0 0.1 0.0 0.36
H -2.2161 1.8299 -1.3001 -0.1 0.0 0.0 0.37
```
Forces are in eV/Å.

- SMILES string = N=[PH2]c1[nH]nc(CCCI)[n+]1C[C@H](O)CN
- DFT total energy (eV) = -35467.66992
- frontier orbital gap (eV) = 8.226
- net charge = +1

No. 3
The following is a DFT calculation (ωB97M-V with the def2-TZVPD basis set) of C48H49B2BiF2N9OP2S2 as an isolated structure.

```
116
Properties=species:S:1:pos:R:3:forces:R:3:lowdin_charge:R:1
Bi -0.1843 0.8051 0.1798 0.0 -0.2 0.1 1.49
C -1.8894 -2.5622 3.5034 0.1 -0.1 -0.1 -0.07
C -1.3914 -2.2728 2.2168 -0.2 0.0 0.0 -0.18
N -0.5751 -1.2315 2.2540 -0.1 0.0 0.2 -0.02
N -0.4918 -0.8566 3.5481 -0.3 0.3 0.0 -0.05
C -1.2957 -1.6225 4.3171 0.2 -0.1 -0.1 -0.09
B 0.1877 0.4649 3.9291 0.0 0.0 -0.1 -0.53
N -0.6971 1.6790 3.5002 0.1 -0.2 0.0 -0.01
C -1.3775 2.5084 4.3012 0.0 0.1 0.0 -0.08
C -2.0561 3.4249 3.5192 -0.1 0.0 0.0 -0.05
C -1.7309 3.0641 2.2122 0.0 0.1 0.0 -0.15
N -0.9121 2.0162 2.2138 0.0 0.0 0.2 -0.08
N 1.5657 0.5764 3.2435 0.0 -0.1 0.1 -0.02
C 2.7410 0.7540 3.8725 0.0 0.0 0.0 -0.09
C 3.7493 0.7339 2.9342 0.0 0.0 -0.1 -0.06
C 3.0775 0.5307 1.7255 0.0 -0.1 0.0 -0.17
N 1.7674 0.4329 1.9145 0.2 0.2 0.1 -0.05
H -2.5579 -3.3559 3.7931 0.0 0.0 0.0 0.09
H -1.6066 -2.7541 1.2704 0.0 0.0 0.0 0.07
H -1.3622 -1.4592 5.3813 0.0 0.0 0.0 0.11
H 0.3367 0.5200 5.1237 0.0 0.0 0.0 0.11
H -1.3275 2.3957 5.3719 0.0 0.0 0.0 0.12
H -2.7012 4.2229 3.8449 0.0 0.0 0.0 0.09
H -2.0369 3.5108 1.2782 0.0 -0.1 0.0 0.12
H 2.7758 0.8707 4.9438 0.0 0.0 0.0 0.11
H 4.8078 0.8465 3.0957 0.0 0.0 0.0 0.09
H 3.4926 0.4644 0.7316 0.0 0.0 0.0 0.09
C 2.3426 -2.7320 -1.6582 0.1 0.1 0.0 -0.41
C 3.1982 -1.4670 -1.8638 -0.2 0.0 0.5 -0.38
P 2.1645 0.0746 -1.8384 -0.2 0.0 -0.6 0.99
C 3.3693 1.4271 -2.0846 0.0 -0.1 0.0 -0.39
C 2.8584 2.6743 -2.4562 0.0 0.0 0.0 -0.11
C 3.7002 3.7581 -2.6260 0.0 0.0 0.0 -0.07
C 5.0699 3.6155 -2.4249 0.0 0.0 0.0 -0.09
C 5.5848 2.3849 -2.0534 0.0 0.0 0.0 -0.09
C 4.7371 1.2944 -1.8822 0.0 0.0 0.0 -0.09
C 1.4651 -0.0868 -3.5322 0.1 0.0 0.1 -0.38
C 2.1887 0.2831 -4.6699 0.0 0.0 0.0 -0.10
C 1.6507 0.0884 -5.9310 0.0 0.0 0.0 -0.10
C 0.3935 -0.4945 -6.0709 0.1 0.0 0.0 -0.08
C -0.3150 -0.8924 -4.9503 0.0 0.1 -0.1 -0.07
C 0.2174 -0.6806 -3.6836 0.0 0.0 0.1 -0.14
P 1.4336 -2.7752 -0.0423 0.1 0.1 0.0 1.05
C 2.8022 -3.0405 1.1615 -0.1 0.0 0.0 -0.37
C 2.5121 -2.7544 2.4965 0.0 0.0 0.1 -0.12
C 3.4435 -2.9987 3.4971 0.0 0.0 -0.1 -0.08
C 4.6920 -3.5118 3.1735 0.0 0.0 0.0 -0.10
C 5.0013 -3.7771 1.8463 0.0 0.0 0.0 -0.09
C 4.0621 -3.5459 0.8499 0.0 0.0 0.0 -0.09
C 0.7326 -4.4786 -0.0870 0.0 0.1 0.0 -0.35
C 0.5891 -5.2271 1.0826 0.0 0.0 0.0 -0.10
C -0.0456 -6.4600 1.0608 0.0 0.0 0.0 -0.10
C -0.5648 -6.9599 -0.1268 0.0 0.0 0.0 -0.10
C -0.4430 -6.2162 -1.2902 0.0 0.0 0.0 -0.08
C 0.2028 -4.9873 -1.2711 -0.1 0.0 0.0 -0.10
H 2.9556 -3.6261 -1.7832 0.0 0.0 -0.1 0.08
H 1.5757 -2.7609 -2.4358 0.0 0.0 0.0 0.06
H 3.6791 -1.4984 -2.8425 0.1 0.0 0.0 0.09
H 3.9706 -1.4004 -1.0916 0.0 0.0 0.0 0.06
H 1.7904 2.7879 -2.6280 0.0 0.0 0.0 0.10
H 3.2874 4.7204 -2.9041 0.0 0.0 0.0 0.11
H 5.7301 4.4631 -2.5581 0.0 0.0 0.0 0.10
H 6.6498 2.2659 -1.8960 0.0 0.0 0.0 0.10
H 5.1560 0.3404 -1.5858 0.0 0.0 0.0 0.09
H 3.1722 0.7283 -4.5729 0.0 0.0 0.0 0.10
H 2.2152 0.3859 -6.8071 0.0 0.0 0.0 0.09
H -0.0262 -0.6435 -7.0586 0.0 0.0 0.0 0.10
H -1.2772 -1.3792 -5.0382 0.0 0.0 0.0 0.09
H -0.3589 -0.9922 -2.8166 0.0 0.1 0.0 0.02
H 1.5411 -2.3378 2.7443 0.1 0.0 0.0 0.08
H 3.1972 -2.7746 4.5276 0.0 0.0 0.0 0.10
H 5.4225 -3.7011 3.9509 0.0 0.0 0.0 0.09
H 5.9738 -4.1771 1.5845 0.0 0.0 0.0 0.10
H 4.3257 -3.7676 -0.1777 0.0 0.0 0.0 0.09
H 0.9691 -4.8474 2.0236 0.0 0.0 0.0 0.09
H -0.1421 -7.0269 1.9793 0.0 0.0 0.0 0.10
H -1.0756 -7.9152 -0.1396 0.0 0.0 0.0 0.09
H -0.8705 -6.5651 -2.2219 0.0 0.0 0.0 0.10
H 0.2404 -4.4238 -2.1925 0.0 0.1 0.0 0.08
C -1.8804 5.4050 -2.8136 0.0 0.0 0.0 -0.08
C -2.4653 4.2331 -3.5964 0.0 0.0 0.1 -0.26
N -3.3482 3.3815 -2.8056 0.0 0.1 0.0 -0.13
C -4.7811 3.6732 -2.8365 0.0 0.0 0.1 -0.21
C -5.2698 4.4988 -1.6509 0.0 0.0 0.0 -0.08
C -2.8907 2.3785 -2.0071 0.2 0.1 0.0 -0.67
S -1.1764 2.0909 -2.0518 -0.1 0.0 -0.1 0.60
N -3.8217 1.7289 -1.3490 -0.2 0.0 0.1 0.11
C -3.6796 0.9319 -0.2829 0.0 -0.1 -0.1 -0.49
O -2.7079 0.8348 0.4872 0.2 0.2 -0.2 -0.19
C -4.9086 0.1510 0.0813 -0.1 0.1 0.1 -0.16
C -6.1587 0.4729 -0.4340 0.0 0.0 0.0 -0.03
C -7.2838 -0.2307 -0.0269 0.0 0.0 0.0 -0.09
C -7.1620 -1.2649 0.8921 0.0 0.0 0.0 -0.10
C -5.9119 -1.5924 1.4026 0.0 0.0 0.0 -0.08
C -4.7917 -0.8828 1.0037 0.0 0.0 0.0 -0.04
H -1.1823 5.9632 -3.4424 0.0 0.0 0.0 0.07
H -1.3367 5.0363 -1.9427 0.0 0.0 0.0 0.05
H -2.6616 6.0900 -2.4795 0.0 0.0 0.0 0.06
H -1.6588 3.6228 -3.9955 0.0 0.0 0.0 0.07
H -3.0528 4.5982 -4.4395 0.0 0.0 0.0 0.11
H -5.3119 2.7234 -2.8567 0.0 0.0 0.0 0.10
H -4.9806 4.1974 -3.7719 0.0 0.0 0.0 0.11
H -5.0998 3.9485 -0.7251 0.0 0.0 0.0 0.07
H -6.3409 4.6964 -1.7432 0.0 0.0 0.0 0.07
H -4.7489 5.4560 -1.5904 0.0 0.0 0.0 0.06
H -6.2380 1.2759 -1.1542 0.0 0.0 0.0 0.09
H -8.2562 0.0281 -0.4288 0.0 0.0 0.0 0.09
H -8.0408 -1.8147 1.2075 0.0 0.0 0.0 0.09
H -5.8122 -2.4034 2.1139 0.0 0.0 0.0 0.10
H -3.8116 -1.1195 1.3941 0.0 0.0 0.0 0.09
F 2.2442 3.1181 0.6708 -0.1 0.0 -0.1 0.14
B 0.9848 2.9423 0.2583 0.0 0.1 0.1 -0.83
F 0.3422 4.1021 0.0499 0.1 -0.1 0.0 0.11
S -2.5588 -1.8761 -1.5253 0.2 0.0 0.0 0.50
C -2.1326 -2.8047 -2.8368 -0.1 -0.2 0.0 -1.00
N -1.8286 -3.4560 -3.7569 0.0 0.0 0.1 0.00
```
Forces are in eV/Å.

- energy relative to the best compared isomer or geometry (same formula, charge and spin) (eV) = 0.000
- DFT total energy (eV) = -118914.13367
- frontier orbital gap (eV) = 6.843
- net charge = -1

No. 4
The following is a DFT calculation (ωB97M-V with the def2-TZVPD basis set) of an isolated ion of composition C3H3N2O2 and charge +1 in a non-equilibrium geometry.

```
10
Properties=species:S:1:pos:R:3:forces:R:3:nbo_charge:R:1
O -1.1287 -3.4901 -0.2055 1.7 0.5 -0.6 -0.43
C -0.5365 -2.4872 -0.4062 -2.4 -0.3 1.0 0.86
N -1.2677 -1.2092 -0.4661 4.5 0.8 -0.2 -0.57
C -0.2716 -0.2691 -0.5431 -1.7 -2.9 -1.3 0.50
N 0.9201 -0.8600 -0.7136 -1.6 0.6 -1.0 -0.03
O 0.8226 -2.1809 -0.4130 -0.2 -0.9 0.4 -0.25
C 0.8608 0.4453 0.0533 -0.6 -0.1 -2.6 -0.13
H -2.2614 -1.3292 -0.5249 -0.7 1.0 0.3 0.49
H 1.2894 1.1276 -0.6755 0.4 0.5 1.0 0.30
H 0.8462 0.4157 1.0706 0.5 0.8 3.0 0.26
```
Forces are in eV/Å.

- SMILES string = O=c1[nH]c2[n+](o1)C2
- energy relative to the best compared isomer or geometry (same formula, charge and spin) (eV) = 4.413
- DFT total energy (eV) = -10222.20870
- frontier orbital gap (eV) = 10.024
- net charge = +1

No. 5
The following is a DFT calculation (ωB97M-V with the def2-TZVPD basis set) of one molecule with the formula C23H33N3O3.

```
62
Properties=species:S:1:pos:R:3:forces:R:3:nbo_charge:R:1
C 0.0283 1.2643 -0.7578 0.2 -0.1 0.0 -0.42
N -1.1129 0.4373 -0.4525 -0.2 0.3 -0.1 -0.43
C -2.1944 1.0971 0.2544 -0.2 -0.1 0.3 -0.22
C -1.7707 1.5591 1.6525 -0.3 0.0 -0.1 -0.42
C -2.9663 1.7343 2.5917 0.4 0.0 0.1 -0.21
C -2.5883 2.5749 3.8145 -0.5 -0.1 0.0 -0.42
C -3.7836 2.6772 4.7634 0.3 0.3 0.0 -0.06
O -4.2424 1.4132 5.1795 0.0 -0.1 0.1 -0.53
C -4.6352 0.6154 4.0849 0.0 -0.3 -0.2 -0.06
C -3.4897 0.3885 3.0990 -0.3 0.3 0.1 -0.43
C -1.1344 -0.9109 -0.5254 0.1 0.0 -0.6 0.69
O -2.0952 -1.5669 -0.1573 -0.1 -0.3 0.2 -0.65
C 0.0706 -1.6132 -1.1340 -0.2 0.1 0.2 -0.48
C 1.2728 -1.7078 -0.1616 -0.3 0.3 -0.2 -0.15
C 0.7050 -1.8423 1.2483 0.4 0.0 0.1 0.68
O 0.4391 -0.8615 1.9178 -0.1 0.3 0.0 -0.64
N 0.4895 -3.0953 1.6719 -0.2 -0.3 0.3 -0.61
C 0.9787 -4.2350 0.9380 0.3 -0.1 -0.3 -0.22
C 2.3326 -3.8542 0.3472 -0.1 -0.3 0.1 -0.21
N 2.1420 -2.7910 -0.6127 0.2 -0.2 0.0 -0.45
C 3.3867 -2.3089 -1.1930 0.0 0.0 0.0 -0.24
C 3.0856 -1.4556 -2.3829 0.2 0.2 0.1 -0.16
C 3.3098 -0.1447 -2.4299 0.1 -0.4 0.2 -0.22
C 2.9615 0.7577 -3.5197 -0.1 0.3 -0.3 0.00
C 2.9682 2.1335 -3.2818 0.0 -0.2 0.0 -0.21
C 2.6175 3.0285 -4.2739 0.0 0.1 -0.1 -0.21
C 2.2603 2.5675 -5.5300 0.0 0.1 0.0 -0.21
C 2.2578 1.2054 -5.7839 0.0 0.0 -0.1 -0.21
C 2.6030 0.3087 -4.7914 0.0 0.0 0.1 -0.21
H 0.5791 0.8815 -1.6147 0.0 0.0 0.0 0.21
H -0.3285 2.2649 -1.0038 0.0 0.0 0.0 0.21
H 0.7019 1.3367 0.1001 0.1 0.1 0.0 0.20
H -2.5427 1.9445 -0.3460 0.0 0.0 0.0 0.19
H -2.9984 0.3642 0.3312 0.0 0.2 0.0 0.24
H -1.2301 2.5055 1.5773 0.1 0.0 0.0 0.19
H -1.0908 0.8138 2.0685 0.0 0.1 0.0 0.24
H -3.7709 2.2496 2.0509 -0.1 0.0 0.0 0.19
H -2.2795 3.5782 3.5152 0.1 0.0 0.0 0.21
H -1.7571 2.0961 4.3350 0.1 0.0 0.0 0.21
H -4.6014 3.2231 4.2632 0.0 0.0 0.1 0.15
H -3.5132 3.2103 5.6778 -0.1 0.0 -0.1 0.19
H -5.4818 1.0931 3.5641 0.0 -0.1 0.0 0.15
H -4.9751 -0.3288 4.5156 0.0 0.1 -0.1 0.19
H -3.8365 -0.2369 2.2768 0.0 -0.1 0.0 0.22
H -2.6791 -0.1363 3.6073 0.1 -0.1 0.0 0.21
H -0.2513 -2.6297 -1.3636 0.0 0.1 0.0 0.24
H 0.3873 -1.1384 -2.0622 0.1 0.0 0.0 0.23
H 1.8192 -0.7575 -0.1763 -0.1 -0.1 0.1 0.23
H 0.0184 -3.2189 2.5548 0.0 0.1 -0.1 0.41
H 0.2875 -4.5080 0.1325 0.1 -0.1 0.1 0.20
H 1.0826 -5.0833 1.6164 0.0 0.1 -0.1 0.21
H 3.0102 -3.5629 1.1719 -0.1 -0.1 0.0 0.17
H 2.7721 -4.7097 -0.1733 0.0 0.0 0.1 0.21
H 3.9931 -1.7471 -0.4602 0.0 0.0 -0.1 0.17
H 3.9587 -3.1870 -1.5092 0.0 0.0 0.1 0.21
H 2.6043 -1.9751 -3.1980 -0.1 0.0 -0.2 0.20
H 3.7713 0.3367 -1.5746 0.0 0.0 0.2 0.20
H 3.2448 2.4994 -2.3027 0.0 0.0 0.1 0.21
H 2.6256 4.0891 -4.0686 0.0 0.1 0.0 0.21
H 1.9898 3.2653 -6.3084 0.0 0.1 -0.1 0.21
H 1.9870 0.8409 -6.7641 0.0 0.0 -0.1 0.21
H 2.6079 -0.7485 -5.0084 0.0 -0.1 0.0 0.21
```
Forces are in eV/Å.

- SMILES string = CN(CCC1CCOCC1)C(=O)C[C@H]1C(=O)NCCN1C/C=C/c1ccccc1
- energy relative to the best compared isomer or geometry (same formula, charge and spin) (eV) = 1.311
- DFT total energy (eV) = -34999.70085
- frontier orbital gap (eV) = 9.247

No. 6
The following is a DFT calculation (ωB97M-V with the def2-TZVPD basis set) of C17H18MnN3O6S as an isolated structure.

```
46
Properties=species:S:1:pos:R:3:forces:R:3:mulliken_spin:R:1
Mn -0.2314 -0.2969 0.9973 0.4 -0.6 -0.3 1.03
O -2.5875 -2.9178 2.6221 0.2 -0.2 -0.1 0.00
C -2.0010 -2.1946 1.6996 -0.2 0.1 0.0 0.00
O -0.8157 -2.2610 1.4042 -0.1 0.1 0.1 -0.01
C -2.9818 -1.3259 0.9596 -0.1 0.0 0.0 0.00
O -2.3248 -0.2141 0.3714 0.1 0.2 0.0 0.00
C -2.6459 1.0397 1.0072 0.0 0.2 0.3 0.01
C -1.8597 1.2088 2.3196 -0.1 0.1 0.1 0.00
O -1.8877 2.3052 2.8388 0.0 -0.1 0.2 0.00
O -1.2239 0.1433 2.6923 0.1 0.3 -0.1 0.00
H -1.9396 -3.5059 3.0443 0.0 0.0 0.0 0.00
H -3.4141 -1.9371 0.1621 0.0 0.0 0.0 0.00
H -3.7807 -1.0168 1.6311 0.0 0.0 0.0 0.00
H -2.3634 1.8184 0.3043 -0.1 0.0 0.0 0.00
H -3.7080 1.1417 1.2371 -0.1 -0.2 -0.2 0.00
N 2.5020 -1.6645 -1.7497 0.0 0.0 0.0 0.00
C 1.5334 -1.5337 -2.7367 0.0 0.0 0.0 0.00
C 1.5373 -1.8299 -4.0946 0.0 0.0 0.0 0.00
C 0.3728 -1.5610 -4.7847 0.0 0.0 0.0 0.00
C -0.7545 -1.0151 -4.1474 0.0 0.0 0.0 0.00
C -0.7517 -0.7211 -2.8004 0.0 0.0 0.0 0.00
C 0.4179 -0.9905 -2.0917 0.0 0.1 -0.1 0.00
N 0.7233 -0.7982 -0.7551 0.0 -0.2 0.3 -0.03
C 1.9593 -1.2174 -0.5964 0.0 0.0 -0.1 0.01
C 2.5407 -1.1655 0.7355 0.0 0.0 0.0 0.01
C 3.7881 -1.4133 1.2080 0.0 0.0 0.0 0.00
S 3.8300 -1.1325 2.8926 -0.1 0.0 0.0 0.00
C 2.1809 -0.6967 2.8699 0.1 0.0 0.0 0.00
N 1.6362 -0.7615 1.6928 -0.1 0.2 0.0 -0.01
H 3.4228 -2.0513 -1.8649 0.0 0.0 0.0 0.00
H 2.4036 -2.2494 -4.5877 0.0 0.0 0.0 0.00
H 0.3253 -1.7754 -5.8434 0.0 0.0 0.0 0.00
H -1.6436 -0.8227 -4.7322 0.0 0.0 0.0 0.00
H -1.6179 -0.3058 -2.3020 0.0 0.0 0.0 0.00
H 4.6660 -1.7327 0.6713 0.0 0.0 0.0 0.00
H 1.6360 -0.3905 3.7511 0.0 0.0 0.0 0.00
C 0.6564 3.8362 1.7724 0.1 0.0 0.0 0.00
C 0.3620 2.8198 0.7293 0.1 0.0 -0.1 -0.01
C -0.0417 3.2636 -0.6463 0.0 0.0 0.0 0.00
O 0.4359 1.6254 0.9951 -0.2 0.1 -0.1 0.01
H 1.1249 4.7274 1.3587 0.0 0.0 0.0 0.00
H 1.2479 3.4067 2.5765 0.0 0.0 0.0 0.00
H -0.3163 4.1166 2.1929 0.0 0.0 0.0 0.00
H -0.1212 4.3437 -0.7292 0.0 0.0 0.0 0.00
H -0.9926 2.8035 -0.9169 0.0 0.0 0.0 0.00
H 0.7018 2.8987 -1.3580 0.0 0.0 0.0 0.00
```
Forces are in eV/Å.

- energy relative to the best compared isomer or geometry (same formula, charge and spin) (eV) = 0.000
- DFT total energy (eV) = -76828.26772
- frontier orbital gap (alpha / beta) (eV) = 8.571 / 8.148
- multiplicity = 2
- net charge = +1